The following is a DFT calculation (ωB97M-V/def2-TZVPD) of C17H25F5LuNO2P2 as an isolated structure.

Last column: Löwdin charge in e.
Cartesian coordinates (Å):
C 1.669 -0.523 -4.034  -0.02
C 1.059 -0.040 -2.903  -0.31
N 1.093 -0.762 -1.781  -0.02
C 1.691 -1.955 -1.697  -0.31
C 2.294 -2.492 -2.804  -0.03
C 2.294 -1.774 -4.003  -0.03
C 0.291 1.284 -2.896  -0.24
P 0.152 2.093 -1.221  0.70
Lu -0.039 0.029 0.038  0.83
P 0.291 -2.264 0.798  0.68
C 1.740 -2.637 -0.319  -0.25
O -2.786 1.226 -3.651  -0.10
O -3.572 0.739 -1.088  -0.14
H 1.653 0.070 -4.955  0.12
H 2.780 -3.474 -2.738  0.12
H 2.773 -2.180 -4.897  0.12
C 1.642 2.999 -0.932  -0.28
C -1.210 3.190 -1.249  -0.26
H 1.852 -3.722 -0.423  0.09
H 2.618 -2.248 0.225  0.10
H -0.772 1.116 -3.213  0.07
H 0.740 1.996 -3.605  0.10
C 0.830 -2.494 2.454  -0.27
C -0.993 -3.413 0.418  -0.27
H -2.721 0.258 -0.901  -0.08
H -3.731 1.251 -0.286  0.04
H -3.194 1.176 -2.747  0.00
H -2.947 0.350 -4.013  0.04
H 1.460 0.390 0.853  -0.12
H -1.494 -0.450 -0.802  -0.09
H 1.710 3.808 -1.666  0.05
H 1.620 3.427 0.087  0.05
H 2.529 2.351 -0.998  0.05
H -1.056 3.939 -2.035  0.06
H -2.155 2.644 -1.432  0.03
H -1.286 3.683 -0.269  0.06
H -0.650 -4.425 0.657  0.05
H -1.888 -3.176 1.022  0.05
H -1.286 -3.351 -0.641  0.06
H 1.099 -3.546 2.601  0.05
H 1.689 -1.843 2.688  0.06
H 0.011 -2.221 3.137  0.06
F -2.970 -0.737 1.463  -0.02
C -2.348 0.239 2.277  -0.24
C -1.155 0.760 1.947  -0.18
C -0.562 1.663 2.765  -0.23
F 0.701 2.206 2.461  -0.03
C -1.170 2.093 3.952  -0.14
F -0.580 2.983 4.766  0.10
C -2.420 1.555 4.281  -0.13
F -3.035 1.936 5.417  0.10
C -3.031 0.613 3.444  -0.14
F -4.225 0.089 3.767  0.10

Forces on atoms 1 to 3 (eV/Å):
0.6 -0.3 -1.3
-0.4 0.5 0.3
0.1 -0.1 0.1

Calculated values
charge: 0
DFT total energy: -3285.4258 Eh
HOMO: -0.2641 Eh
LUMO: -0.1 eV
Kohn-Sham gap: 7.09 eV

***

The following is a DFT calculation (ωB97M-V/def2-TZVPD) of C3H4P2 in the gas phase.

Last column: Löwdin charge in e.
Cartesian coordinates (Å):
C 2.469 -1.223 -0.215  -0.38
P 1.222 -0.029 -0.045  0.86
C -0.994 -0.005 0.125  -0.77
P -2.455 -0.428 -0.551  0.83
C -1.978 1.193 0.257  -0.49
H 2.429 -2.241 -0.333  -0.06
H 3.422 -0.733 -0.228  -0.04
H -2.247 1.417 1.316  0.05
H -1.867 2.047 -0.326  0.00

Forces on atoms 1 to 3 (eV/Å):
-3.5 3.0 0.4
0.3 0.4 0.2
0.9 -0.4 -1.3

Calculated values
charge: 0
SMILES: C=PC1=PC1
DFT total energy: -799.2167 Eh
HOMO: -0.3250 Eh
LUMO: -0.7 eV
energy above the lowest of the compared OMol25 structures with the same formula, charge and spin: 79.1 kcal per mole
Kohn-Sham gap: 8.15 eV

***

The following is a DFT calculation (ωB97M-V/def2-TZVPD) of CBr2FNO2 in the gas phase.

Last column: Löwdin charge in e.
Cartesian coordinates (Å):
O -1.726 -0.520 -0.266  0.13
N -0.828 -0.119 0.408  -0.49
O -0.805 -0.053 1.631  0.04
C 0.448 0.236 -0.290  -1.22
F 0.126 0.165 -1.626  -0.08
Br 1.471 -1.486 0.197  0.68
Br 1.314 1.776 -0.054  0.94

Forces on atoms 1 to 3 (eV/Å):
-0.4 0.0 -0.4
-0.7 0.4 2.4
0.1 0.3 -1.0

Calculated values
charge: 0
SMILES: O=[N+]([O-])C(F)(Br)Br
DFT total energy: -5491.0957 Eh
HOMO: -0.4147 Eh
LUMO: -1.2 eV
energy above the lowest of the compared OMol25 structures with the same formula, charge and spin: 5.8 kcal per mole
Kohn-Sham gap: 10.12 eV